The following is a quantum chemistry calculation of 2 unconnected molecules or ions with the total composition C4H7NS, from the OMol25 dataset.

CARTESIAN COORDINATES (ANGSTROEM)
C1 -1.629 -2.007 0.600
C2 -0.074 1.037 0.687
C3 -0.395 -1.560 0.952
C4 -0.100 -0.235 0.654
N1 1.792 1.254 -1.965
S1 1.538 -0.358 -1.682
H1 -1.894 -3.030 0.877
H2 -2.277 -1.394 -0.058
H3 0.108 1.707 -0.094
H4 -0.146 1.546 1.640
H5 0.343 -2.258 1.258
H6 2.749 1.528 -1.883
H7 1.330 1.583 -2.822

Net charge ... 0
E_LUMO (alpha / beta) ... -0.641 / 0.064 eV
Orbital gap (alpha / beta) ... 6.6 / 8.2 eV
Energy relative to the best compared isomer or geometry (same formula, charge and spin) ... 104.3 kcal/mol

Results of the natural (NBO) charge analysis, in e, for atoms 1 through 6: -0.33, -0.49, -0.34, 0.15, -0.95, 0.14

---

The following is a quantum chemistry calculation of 2 unconnected molecules or ions with the total composition CH3N3S, from the OMol25 dataset.

CARTESIAN COORDINATES (ANGSTROEM)
C1 1.600 -0.737 0.252
N1 -1.362 0.861 0.114
N2 -0.761 1.254 0.975
N3 -1.893 0.604 -0.915
S1 2.150 0.655 -0.321
H1 1.971 -1.172 1.173
H2 0.832 -1.304 -0.265
H3 -2.536 -0.162 -1.013

Net charge ... 0
E_LUMO ... -0.339 eV
Orbital gap ... 8.5 eV
Energy relative to the best compared isomer or geometry (same formula, charge and spin) ... 30.9 kcal/mol

Results of the natural (NBO) charge analysis, in e, for atoms 1 through 6: -0.47, 0.26, -0.09, -0.56, 0.10, 0.19

---

The following is a quantum chemistry calculation of 6 unconnected molecules or ions with the total composition C28H43ClF15N4O12S, from the OMol25 dataset.

CARTESIAN COORDINATES (ANGSTROEM)
N1 -2.433 -2.529 -8.722
N2 -3.360 -2.191 -7.733
C1 -3.041 -1.540 -6.624
N3 -4.014 -1.052 -5.792
C2 -3.757 -1.148 -4.306
C3 -2.307 -0.697 -4.027
C4 -1.324 -1.520 -4.906
C5 -1.244 -3.036 -4.592
C6 0.230 -3.486 -4.341
C7 0.736 -3.250 -2.887
C8 0.184 -4.254 -1.843
S1 -0.740 -3.557 -0.513
O1 -1.134 -4.577 0.417
O2 -1.683 -2.597 -1.045
Cl1 0.731 -2.474 0.337
N4 -1.669 -1.321 -6.353
H1 -1.948 -3.376 -8.450
H2 -2.922 -2.676 -9.594
H3 -4.335 -2.377 -7.930
H4 -4.914 -1.487 -5.992
H5 -3.930 -2.200 -4.039
H6 -4.495 -0.529 -3.789
H7 -2.092 -0.740 -2.956
H8 -2.211 0.362 -4.330
H9 -0.315 -1.093 -4.814
H10 -1.858 -3.240 -3.704
H11 -1.682 -3.628 -5.415
H12 0.877 -2.902 -5.018
H13 0.372 -4.544 -4.618
H14 1.835 -3.309 -2.857
H15 0.482 -2.216 -2.593
H16 -0.549 -4.975 -2.245
H17 0.991 -4.833 -1.372
H18 -1.458 -0.353 -6.590
C9 2.159 0.879 0.736
C10 2.693 2.291 0.689
O3 4.069 2.306 0.242
C11 4.247 2.223 -1.062
O4 3.413 2.126 -1.912
C12 5.759 2.302 -1.390
F1 6.471 1.546 -0.567
F2 6.169 3.559 -1.270
F3 5.974 1.901 -2.627
H19 2.778 0.254 1.381
H20 1.144 0.886 1.136
H21 2.137 0.444 -0.263
H22 2.722 2.750 1.673
H23 2.105 2.920 0.021
C13 -0.641 6.094 -2.856
C14 -0.557 4.633 -3.227
O5 -1.391 3.827 -2.354
C15 -2.669 3.765 -2.667
O6 -3.228 4.242 -3.607
C16 -3.414 2.894 -1.625
F4 -3.015 3.149 -0.393
F5 -3.160 1.603 -1.890
F6 -4.712 3.077 -1.717
H24 -0.367 6.239 -1.811
H25 0.048 6.665 -3.476
H26 -1.647 6.482 -3.015
H27 0.443 4.232 -3.077
H28 -0.867 4.459 -4.257
C17 6.370 3.957 5.768
C18 5.851 3.216 4.560
O7 4.607 2.536 4.873
C19 3.515 3.268 4.828
O8 3.400 4.420 4.537
C20 2.288 2.381 5.154
F7 2.510 1.573 6.177
F8 2.018 1.633 4.077
F9 1.235 3.128 5.410
H29 6.480 3.276 6.610
H30 7.344 4.391 5.543
H31 5.694 4.762 6.056
H32 6.517 2.413 4.256
H33 5.682 3.880 3.713
C21 -7.281 -4.619 -0.059
C22 -5.973 -4.372 -0.773
O9 -6.016 -4.901 -2.128
C23 -6.600 -4.143 -3.023
O10 -7.071 -3.051 -2.891
C24 -6.538 -4.828 -4.409
F10 -6.791 -6.116 -4.364
F11 -5.286 -4.659 -4.896
F12 -7.361 -4.241 -5.256
H34 -7.518 -5.683 -0.054
H35 -7.194 -4.280 0.972
H36 -8.100 -4.076 -0.530
H37 -5.148 -4.900 -0.315
H38 -5.732 -3.311 -0.828
C25 1.915 0.792 10.761
C26 3.178 0.023 11.071
O11 4.238 0.374 10.148
C27 4.910 1.472 10.437
O12 4.765 2.206 11.366
C28 6.012 1.698 9.374
F13 5.545 1.497 8.146
F14 7.015 0.851 9.583
F15 6.470 2.931 9.449
H39 1.608 0.622 9.729
H40 1.115 0.456 11.420
H41 2.060 1.860 10.915
H42 3.050 -1.047 10.928
H43 3.527 0.209 12.086

Net charge ... +1
E_LUMO ... -3.012 eV
Orbital gap ... 9.3 eV

Results of the Mulliken charge analysis, in e, for atoms 1 through 6: -0.64, 0.13, 0.34, -0.26, -0.52, -1.07

---

The following is a quantum chemistry calculation of a molecular structure, C13H23Al2B2BrF2N2O6, from the OMol25 dataset.

CARTESIAN COORDINATES (ANGSTROEM)
B1 1.191 2.315 -1.512
B2 0.645 3.565 -2.509
O1 1.369 4.688 -2.760
N1 -0.656 3.291 -2.966
C1 -0.816 1.964 -3.555
C2 -1.621 3.618 -1.917
H1 1.812 1.416 -1.965
H2 1.015 2.258 -0.200
H3 0.820 5.485 -2.831
H4 -1.312 2.066 -4.515
H5 -1.435 1.324 -2.943
H6 0.132 1.458 -3.756
H7 -2.024 2.701 -1.530
H8 -2.413 4.233 -2.330
H9 -1.188 4.174 -1.095
F1 -1.209 1.213 -0.664
Al1 2.429 2.371 -4.242
Br1 1.221 3.659 0.514
C3 3.778 -1.859 -0.818
C4 3.998 -3.189 -0.953
C5 2.852 -4.181 -0.948
O2 3.106 -5.348 -1.091
C6 1.492 -3.660 -0.767
C7 1.312 -2.349 -0.634
C8 2.444 -1.376 -0.663
O3 2.137 -0.193 -0.544
O4 0.085 -1.770 -0.468
O5 5.187 -3.700 -1.095
H10 4.583 -1.138 -0.819
H11 0.679 -4.374 -0.752
H12 0.227 -0.786 -0.408
H13 5.082 -4.672 -1.173
C9 -2.824 -0.415 2.792
C10 -3.427 -0.846 1.343
C11 -4.242 -2.136 1.450
O6 -2.328 -0.950 0.630
H14 -2.161 -1.163 3.236
H15 -2.283 0.528 2.761
H16 -3.798 -0.304 3.462
H17 -4.142 -0.063 1.061
H18 -3.659 -2.975 1.844
H19 -4.623 -2.417 0.471
H20 -5.092 -1.999 2.120
Al2 -1.060 -2.535 1.451
F2 -4.464 0.362 4.450
C12 1.737 -0.100 4.114
C13 0.752 0.902 4.478
N2 -0.038 1.681 4.767
H21 1.604 -1.013 4.690
H22 1.642 -0.350 3.056
H23 2.752 0.251 4.283

Net charge ... +2
E_LUMO ... -9.816 eV
Orbital gap ... 4.7 eV

Results of the natural (NBO) charge analysis, in e, for atoms 1 through 6: 0.31, 0.65, -0.89, -0.68, -0.40, -0.43

---

The following is a quantum chemistry calculation of C5H9N in the gas phase, from the OMol25 dataset.

CARTESIAN COORDINATES (ANGSTROEM)
C1 -1.188 -0.796 1.447
C2 -0.692 0.369 0.976
C3 -0.293 0.500 -0.424
C4 -0.697 1.632 -1.086
N1 0.643 -0.435 -0.814
C5 1.824 -1.068 -0.134
H1 -1.775 -0.886 2.356
H2 -0.889 -1.782 1.103
H3 -0.755 1.214 1.648
H4 -0.743 1.546 -2.158
H5 -0.990 2.455 -0.455
H6 1.055 -0.103 -1.677
H7 1.444 -1.934 0.401
H8 2.435 -1.460 -0.960
H9 2.346 -0.331 0.464

SMILES ... C=CC(=C)NC
Net charge ... 0
E_LUMO ... 1.080 eV
Orbital gap ... 8.7 eV
Energy relative to the best compared isomer or geometry (same formula, charge and spin) ... 62.6 kcal/mol

Results of the natural (NBO) charge analysis, in e, for atoms 1 through 6: -0.39, -0.23, 0.19, -0.55, -0.62, -0.39

---

- Which formula does entry 1 have?
  C4H7NS

---

- What is the formula in the fifth record?
  C5H9N

---

- Which value of net charge does entry 3 give?
  +1

---

- net charge of number 3 (C28H43ClF15N4O12S)?
  +1